Entry 1:
{
  "formula": "C5H10O2",
  "method": "wB97M-V/def2-TZVPD",
  "elements": ["O", "C", "C", "C", "C", "O", "C", "H", "H", "H", "H", "H", "H", "H", "H", "H", "H"],
  "positions_angstrom": [[1.8053, 0.1876, 1.2586], [1.9310, -0.3216, -0.0587], [0.5693, -0.8254, -0.5136], [-0.5027, 0.2573, -0.5914], [-2.9482, 0.1487, -0.2878], [-2.3939, 1.1290, 0.4086], [-1.0600, 0.7523, 0.7725], [2.6614, 0.5349, 1.5356], [2.6589, -1.1475, -0.0944], [2.2779, 0.4587, -0.7555], [0.2477, -1.6281, 0.1652], [0.6872, -1.2682, -1.5089], [-0.1668, 1.1112, -1.1891], [-2.5961, -0.8198, 0.2030], [-1.3850, -0.0664, -1.1980], [-0.5646, 1.6241, 1.2054], [-1.0983, -0.0563, 1.5149]],
  "mulliken_charge": [-0.489, -0.425, -0.593, -0.444, -0.419, -0.233, -0.564, 0.288, 0.324, 0.329, 0.283, 0.338, 0.321, 0.209, 0.380, 0.309, 0.386],
  "multiplicity": 1,
  "homo_lumo_gap_ha": 0.3290,
  "homo_energy_ev": -8.374,
  "de_lowest_kj_mol": 503.5,
  "energy_ha": -346.83364,
  "lumo_ev": 0.58
}

Entry 2:
{
  "formula": "C5H10O2",
  "method": "wB97M-V/def2-TZVPD",
  "elements": ["O", "C", "C", "C", "C", "C", "O", "H", "H", "H", "H", "H", "H", "H", "H", "H", "H"],
  "positions_angstrom": [[2.7016, -0.3501, 2.1639], [1.6863, -0.1140, 1.5701], [1.5459, -0.1328, 0.0657], [0.5488, 0.9167, -0.4335], [-0.9290, 0.6065, -0.1701], [-1.3069, -0.8364, -0.5155], [-2.7058, -1.0275, -0.5936], [0.7512, 0.1437, 2.1174], [1.2288, -1.1610, -0.1377], [2.5359, -0.0007, -0.3675], [0.6836, 0.9980, -1.5022], [0.8130, 1.8732, 0.0159], [-1.5559, 1.2297, -0.8152], [-1.1747, 0.8100, 0.8651], [-0.9647, -1.5010, 0.2871], [-0.7845, -1.1450, -1.4315], [-3.0736, -0.3096, -1.1184]],
  "mulliken_charge": [-0.472, 0.039, -0.469, -0.720, -0.431, -0.474, -0.514, 0.278, 0.274, 0.348, 0.326, 0.318, 0.436, 0.209, 0.246, 0.285, 0.319],
  "multiplicity": 1,
  "homo_lumo_gap_ha": 0.3904,
  "homo_energy_ev": -9.823,
  "de_lowest_kj_mol": 157.0,
  "energy_ha": -346.96564,
  "smiles": "O=CCCCCO",
  "lumo_ev": 0.80
}

Entry 3:
{
  "formula": "C5H10O2",
  "method": "wB97M-V/def2-TZVPD",
  "elements": ["C", "C", "C", "C", "O", "C", "O", "H", "H", "H", "H", "H", "H", "H", "H", "H", "H"],
  "positions_angstrom": [[0.9717, 1.5605, 0.0984], [0.1988, 0.4011, -0.5184], [-1.0170, -0.1012, 0.2314], [-0.5759, -1.0241, 1.3729], [-0.0606, -2.2375, 0.8944], [0.3848, -0.0447, -2.2021], [1.0669, -0.5383, -1.0166], [0.3431, 2.3950, 0.4227], [1.4827, 1.1563, 0.9820], [1.7427, 1.9279, -0.5846], [-1.6767, -0.6688, -0.4288], [-1.5930, 0.7429, 0.6309], [-1.4402, -1.2717, 1.9938], [0.1472, -0.5039, 2.0246], [0.5633, -2.0221, 0.1856], [-0.0730, 0.9652, -1.7254], [-0.4648, -0.7364, -2.3607]],
  "mulliken_charge": [-1.517, 1.148, -0.718, -0.458, -0.542, -0.770, -0.470, 0.355, 0.357, 0.375, 0.263, 0.358, 0.341, 0.278, 0.404, 0.369, 0.228],
  "multiplicity": 1,
  "homo_lumo_gap_ha": 0.3478,
  "homo_energy_ev": -8.632,
  "de_lowest_kj_mol": 508.2,
  "energy_ha": -346.83185,
  "lumo_ev": 0.83
}

Entry 4:
{
  "formula": "C5H10O2",
  "method": "wB97M-V/def2-TZVPD",
  "elements": ["C", "C", "C", "C", "C", "O", "H", "H", "H", "H", "H", "H", "H", "H", "O", "H", "H"],
  "positions_angstrom": [[-1.3111, 0.5781, 2.1242], [-0.7555, -0.2653, 1.2826], [-0.9848, -0.6102, -0.1165], [-0.2955, -0.2985, -1.2994], [-0.3067, -1.0527, -2.5176], [0.1486, 1.0128, -1.4970], [-1.3248, 0.5590, 3.1729], [-1.9866, 1.4562, 1.7046], [0.0434, -0.9483, 1.8618], [-1.5252, -1.5549, -0.2723], [-1.3392, -1.5395, -2.6775], [-0.2898, -0.3343, -3.2902], [0.5719, -1.7371, -2.6786], [-0.1048, 1.4933, -0.6451], [3.4114, 1.0905, 1.8553], [2.9766, 1.8548, 1.5114], [3.0720, 0.2960, 1.4815]],
  "mulliken_charge": [-0.491, -0.253, -0.554, 0.838, -1.127, -0.520, 0.320, 0.177, 0.161, 0.213, 0.318, 0.355, 0.235, 0.329, -0.624, 0.310, 0.313],
  "multiplicity": 1,
  "homo_lumo_gap_ha": 0.3328,
  "homo_energy_ev": -8.570,
  "de_lowest_kj_mol": 358.6,
  "energy_ha": -346.88886,
  "smiles": "C=C/C=C(/C)O.O",
  "lumo_ev": 0.49
}

Entry 5:
{
  "formula": "C5H10O2",
  "method": "wB97M-V/def2-TZVPD",
  "elements": ["C", "C", "C", "O", "C", "C", "H", "H", "H", "H", "H", "H", "H", "H", "H", "H", "O"],
  "positions_angstrom": [[-2.0350, -1.5022, -0.4805], [0.4287, 2.3799, -1.8620], [0.5398, 1.1639, -1.1896], [1.6939, 0.5462, -1.0381], [-0.5920, 0.5355, -0.6036], [-0.7683, -0.8043, -0.7106], [-2.8574, -0.9446, -0.0431], [-2.3773, -1.9246, -1.4276], [-1.9002, -2.3566, 0.1796], [1.1813, 2.7823, -2.5195], [-0.5148, 2.9235, -1.8406], [2.4293, 1.0211, -1.4628], [-1.3686, 1.1959, -0.2227], [0.0703, -1.4382, -0.9825], [1.2866, -1.1282, 4.5837], [-0.1980, -1.2848, 4.4236], [0.6081, -1.8130, 4.5417]],
  "mulliken_spin": [0.005, 0.508, 0.099, 0.063, 0.057, 0.172, -0.001, 0.019, 0.016, 0.024, 0.032, -0.001, 0.000, 0.007, 0.000, 0.000, 0.000],
  "multiplicity": 2,
  "total_charge": 1,
  "homo_lumo_gap_ha": [0.3406, 0.2242],
  "homo_energy_ev": [-13.798, -13.798],
  "de_lowest_kj_mol": 44.7,
  "s_squared": 0.772,
  "energy_ha": -346.64305,
  "lumo_ev": [-4.53, -7.70]
}

Entry 6:
{
  "formula": "C5H10O2Tb",
  "method": "wB97M-V/def2-TZVPD",
  "elements": ["C", "O", "C", "C", "H", "H", "H", "H", "H", "H", "C", "C", "O", "Tb", "H", "H", "H", "H"],
  "positions_angstrom": [[0.7278, 2.5440, 0.7995], [-0.2699, 1.6713, 0.3082], [-0.6318, 0.5499, 1.1408], [-1.8594, -0.0351, 0.5398], [0.9161, 3.2942, 0.0248], [0.3549, 2.9980, 1.7291], [1.6608, 2.0010, 1.0127], [-0.7980, 0.9243, 2.1580], [-2.7970, 0.4557, 0.8317], [-1.9072, -1.1281, 0.6395], [0.5742, -2.8698, -1.2124], [1.2671, -1.6235, -1.4080], [0.6630, -0.7270, -2.0941], [-1.2269, 0.5149, -1.6629], [1.1162, -3.8119, -1.3017], [-0.5170, -2.8195, -1.1518], [2.3553, -1.7125, -1.5690], [0.3719, -0.2258, 1.2159]],
  "mulliken_spin": [0.012, 0.014, -0.075, -0.043, 0.000, -0.002, -0.001, -0.002, 0.033, 0.030, -0.507, -0.183, -0.205, 8.022, -0.034, -0.047, -0.015, 0.003],
  "multiplicity": 8,
  "total_charge": 2,
  "homo_lumo_gap_ha": [0.2385, 0.2951],
  "homo_energy_ev": [-16.997, -17.459],
  "de_lowest_kj_mol": 53.7,
  "s_squared": 16.804,
  "energy_ha": -1170.65268,
  "lumo_ev": [-10.51, -9.43]
}

Entry 7:
{
  "formula": "C5H10O3",
  "method": "wB97M-V/def2-TZVPD",
  "elements": ["C", "C", "C", "C", "C", "O", "O", "H", "H", "H", "H", "H", "H", "H", "H", "O", "H", "H"],
  "positions_angstrom": [[-0.2067, 1.3075, -1.1432], [0.0317, 0.1442, -0.5859], [-0.2904, -1.2153, -1.1370], [-0.8333, -2.2509, -0.1308], [-1.6390, -1.6673, 1.0840], [-2.8249, -1.6593, 1.1976], [-0.7920, -1.1910, 2.0303], [-0.5862, 1.3890, -2.1465], [0.0985, 2.2801, -0.7515], [0.2452, 0.1530, 0.5320], [0.4347, -1.4929, -1.9116], [-0.9943, -1.0350, -1.9682], [-0.0095, -2.8323, 0.3081], [-1.5753, -2.9455, -0.6263], [-1.3180, -0.8245, 2.7594], [5.0322, 4.9790, -0.9619], [5.3257, 4.3856, -1.6576], [4.4981, 5.6822, -1.3430]],
  "mulliken_charge": [-0.832, 0.016, -0.707, -0.469, 0.510, -0.534, -0.431, 0.257, 0.259, 0.259, 0.457, 0.331, 0.290, 0.279, 0.315, -0.642, 0.321, 0.321],
  "multiplicity": 1,
  "homo_lumo_gap_ha": 0.3832,
  "homo_energy_ev": -9.628,
  "de_lowest_kj_mol": 154.1,
  "energy_ha": -422.19788,
  "smiles": "C=CCCC(=O)O.O",
  "lumo_ev": 0.80
}

Entry 8:
{
  "formula": "C5H10O3",
  "method": "wB97M-V/def2-TZVPD",
  "elements": ["C", "C", "O", "C", "C", "O", "C", "O", "H", "H", "H", "H", "H", "H", "H", "H", "H", "H"],
  "positions_angstrom": [[0.3360, -1.7365, -1.5005], [0.8252, -0.8641, -0.3809], [0.7912, 0.6882, -0.7923], [-0.0206, 0.9470, 0.3041], [-1.3852, 1.5218, -0.0245], [0.6166, 1.6901, 1.2954], [-0.0543, -0.6266, 0.8112], [0.4725, -0.8950, 2.0653], [-0.7027, -1.5193, -1.7393], [0.4174, -2.7777, -1.1862], [0.9437, -1.5874, -2.3895], [1.8728, -1.0354, -0.1270], [-1.2478, 2.4985, -0.4880], [-1.9719, 1.6295, 0.8852], [-1.9031, 0.8721, -0.7244], [1.1801, 2.3404, 0.8573], [-1.0525, -1.0588, 0.7303], [0.8827, -0.0866, 2.4037]],
  "mulliken_charge": [-1.358, 0.122, -0.548, 1.149, -1.420, -0.590, -0.196, -0.588, 0.278, 0.364, 0.346, 0.348, 0.348, 0.350, 0.307, 0.360, 0.360, 0.368],
  "multiplicity": 1,
  "homo_lumo_gap_ha": 0.3882,
  "homo_energy_ev": -9.700,
  "de_lowest_kj_mol": 152.2,
  "energy_ha": -422.19863,
  "smiles": "C[C@H]1O[C@](C)(O)[C@@H]1O",
  "lumo_ev": 0.86
}

Entry 9:
{
  "formula": "C5H10O3",
  "method": "wB97M-V/def2-TZVPD",
  "elements": ["C", "C", "C", "C", "C", "H", "H", "H", "H", "H", "H", "H", "H", "H", "H", "O", "O", "O"],
  "positions_angstrom": [[0.6326, -0.3945, 1.5699], [0.4425, 0.6490, 0.4427], [0.7544, -0.0508, -0.9286], [-0.5622, 0.2571, -1.4976], [-1.0475, 0.4562, -0.0275], [-0.0664, -1.2831, 1.2969], [-0.0475, 0.0850, 2.2083], [1.7799, -0.6982, 1.7298], [1.9882, 2.4251, -0.0484], [1.7582, 0.1635, -1.2585], [0.4666, -2.2073, -0.6483], [-1.0007, 1.1144, -2.0137], [-1.1443, -0.5210, -2.0822], [-1.6484, 1.1802, 0.3837], [-2.7340, -0.8118, 0.8018], [1.1228, 1.8702, 0.9424], [1.1229, -1.4407, -0.9027], [-1.8170, -0.7932, 0.0319]],
  "mulliken_charge": [-1.225, 0.857, -0.374, -0.904, -0.385, 0.245, 0.521, 0.246, 0.362, 0.539, 0.343, 0.264, 0.343, 0.685, 0.329, -0.655, -0.591, -0.601],
  "multiplicity": 1,
  "homo_lumo_gap_ha": 0.3362,
  "homo_energy_ev": -9.340,
  "de_lowest_kj_mol": 819.3,
  "energy_ha": -421.94451,
  "lumo_ev": -0.19
}

Entry 10:
{
  "formula": "C5H10O3PS",
  "method": "wB97M-V/def2-TZVPD",
  "elements": ["C", "C", "C", "C", "C", "O", "O", "O", "P", "S", "H", "H", "H", "H", "H", "H", "H", "H", "H", "H"],
  "positions_angstrom": [[1.8850, -0.9550, 1.2292], [2.2347, -0.4794, -0.2903], [-0.0358, 1.0144, -0.4603], [-0.7448, 2.1650, 0.0609], [-2.2060, -0.7721, -0.9061], [0.0018, -0.7936, -2.5018], [-1.5177, 1.3477, -2.5887], [0.6082, -0.7272, 1.5037], [-0.9096, 0.1720, -1.8782], [1.6524, 1.1846, -0.3300], [2.2394, -1.9809, 1.3769], [2.5740, -0.2601, 1.7473], [3.2997, -0.5486, -0.4586], [1.6652, -1.0784, -0.9257], [-0.0633, 2.9151, 0.5939], [-1.5118, 1.9797, 0.9475], [-1.5432, 2.4815, -0.6540], [-1.9772, -1.7606, -0.4882], [-2.2460, -0.1913, 0.0802], [-3.1925, -0.7284, -1.3462]],
  "mulliken_charge": [-0.431, -0.517, 0.635, -1.287, -1.001, -0.765, -0.762, -0.680, 0.895, -0.113, 0.295, 0.246, 0.418, 0.253, 0.353, 0.247, 0.350, 0.315, 0.188, 0.358],
  "multiplicity": 1,
  "total_charge": -1,
  "homo_lumo_gap_ha": [0.2536, 0.2538],
  "homo_energy_ev": [-4.309, -4.312],
  "de_lowest_kj_mol": 152.3,
  "energy_ha": -1161.78185,
  "lumo_ev": [2.59, 2.59]
}

Entry 11:
{
  "formula": "C5H10O3Tl",
  "method": "wB97M-V/def2-TZVPD",
  "elements": ["C", "O", "C", "O", "C", "C", "O", "C", "Tl", "H", "H", "H", "H", "H", "H", "H", "H", "H", "H"],
  "positions_angstrom": [[-1.3887, 2.3733, 0.4181], [-1.7214, 1.8037, -0.8099], [0.0798, 2.1254, 0.7849], [0.3466, 0.7747, 0.4942], [1.1397, -0.4023, 0.9046], [0.4688, -1.6600, 0.5194], [0.1408, -1.5477, -0.9328], [0.3186, -2.7223, -1.6871], [-0.7782, 0.1664, -1.0390], [-2.0217, 1.9695, 1.2359], [-1.5444, 3.4695, 0.4177], [0.2946, 2.3366, 1.8442], [0.7291, 2.7138, 0.1161], [1.2556, -0.3340, 1.9954], [2.0891, -0.2399, 0.3712], [-0.5114, -1.7460, 1.0273], [0.4365, -2.4444, -2.7433], [1.2187, -3.2509, -1.3419], [-0.5521, -3.3854, -1.5749]],
  "mulliken_charge": [-0.430, -0.457, -0.261, -0.212, -0.049, -0.991, -0.053, -0.559, 0.976, 0.270, 0.383, 0.366, 0.244, 0.348, 0.268, 0.309, 0.276, 0.280, 0.295],
  "multiplicity": 1,
  "total_charge": 1,
  "homo_lumo_gap_ha": [0.2182, 0.2181],
  "homo_energy_ev": [-11.864, -11.862],
  "de_lowest_kj_mol": 740.5,
  "energy_ha": -594.17321,
  "lumo_ev": [-5.93, -5.93]
}

Entry 12:
{
  "formula": "C5H10O3Tm",
  "method": "wB97M-V/def2-TZVPD",
  "elements": ["O", "C", "C", "O", "C", "C", "O", "C", "Tm", "H", "H", "H", "H", "H", "H", "H", "H", "H", "H"],
  "positions_angstrom": [[0.6396, -2.1074, -1.6460], [0.1103, -1.1841, -2.5507], [-0.2429, 0.1458, -1.9017], [-1.2250, -0.1236, -0.8603], [-1.2198, 0.8660, 0.1989], [0.1698, 0.7559, 0.7970], [0.0040, -0.2433, 1.8755], [0.9417, -0.1009, 2.9189], [0.3225, -1.5711, 0.0966], [-0.8054, -1.6004, -3.0240], [0.8327, -0.9638, -3.3621], [-0.6987, 0.8316, -2.6336], [-2.1268, 0.8974, 0.8194], [-1.2361, 1.8442, -0.3073], [0.5077, 1.6992, 1.2406], [0.6117, 0.6917, 3.6086], [1.0101, -1.0604, 3.4450], [1.9392, 0.1702, 2.5327], [0.4655, 1.0531, -1.2475]],
  "mulliken_spin": [0.017, -0.008, 0.005, -0.001, -0.004, 0.005, 0.005, 0.000, 1.978, 0.000, 0.001, 0.002, -0.001, 0.000, 0.000, 0.000, 0.000, 0.000, 0.001],
  "multiplicity": 3,
  "total_charge": 1,
  "homo_lumo_gap_ha": [0.2531, 0.2563],
  "homo_energy_ev": [-11.853, -11.887],
  "de_lowest_kj_mol": 41.9,
  "s_squared": 2.002,
  "energy_ha": -1507.05330,
  "lumo_ev": [-4.97, -4.91]
}